Formula: C48H41F10NO7S
Source: the OMol25 dataset
Level of theory: ωB97M-V with the def2-TZVPD basis set

Output
* HOMO level: -0.341 Eh
* LUMO level: -1.7 eV
* M: 965.903 g/mol
* E_tot: -104272.5728 eV
* structure (SMILES): CC(=O)OC(=O)Cc1c2c(cc(S(=O)(=O)C(F)(F)C(F)(F)C(F)(F)C(F)(F)F)c1[C@@H](C)F)C(=O)NC2=O.c1ccccc1.c1ccccc1.c1ccccc1.c1ccccc1.c1ccccc1
* strongest force on any atom: 3.35 eV Å⁻¹
* 2S+1: 1

Last column: Mulliken charge in e.
Atoms and positions in Å:
C -0.734 0.382 0.515  -0.62
C -0.182 -0.709 -0.376  0.45
O 0.868 -1.238 -0.108  -0.56
O -0.886 -1.145 -1.499  -0.25
C -2.271 -1.141 -1.341  0.61
O -2.797 -1.653 -0.394  -0.58
C -3.019 -0.477 -2.500  -1.10
C -2.152 0.651 -3.067  0.73
C -2.342 1.895 -2.558  -0.05
C -1.596 2.963 -3.000  -0.01
C -0.695 2.797 -3.993  -0.73
C -0.539 1.553 -4.539  0.48
S 0.613 1.476 -5.925  1.38
O 0.572 2.782 -6.528  -0.64
O 0.252 0.475 -6.873  -0.64
C 2.353 1.281 -5.325  0.70
F 2.586 -0.024 -5.219  -0.31
F 2.429 1.781 -4.088  -0.25
C 3.437 1.848 -6.317  0.53
F 4.450 0.965 -6.283  -0.29
F 3.015 1.860 -7.568  -0.23
C 4.067 3.216 -5.947  0.79
F 4.714 3.162 -4.791  -0.26
F 5.003 3.450 -6.883  -0.31
C 3.124 4.446 -5.998  0.44
F 3.899 5.518 -5.768  -0.31
F 2.603 4.610 -7.188  -0.25
F 2.205 4.430 -5.050  0.03
C -1.233 0.452 -4.075  -0.44
C -1.039 -0.941 -4.641  -0.25
C -1.992 -1.180 -5.831  -1.51
F 0.267 -1.229 -4.912  -0.30
C -2.019 4.207 -2.235  -0.06
O -1.629 5.341 -2.290  -0.50
N -3.090 3.765 -1.395  -0.29
C -3.304 2.374 -1.479  0.46
O -4.062 1.706 -0.822  -0.53
H 0.078 0.962 0.943  0.49
H -1.268 -0.081 1.342  0.33
H -1.367 1.069 -0.046  0.06
H -3.146 -1.219 -3.288  0.26
H -3.987 -0.114 -2.182  0.70
H -0.129 3.649 -4.347  0.91
H -1.340 -1.628 -3.856  0.48
H -2.613 -2.049 -5.603  0.39
H -1.468 -1.407 -6.754  0.45
H -2.691 -0.352 -5.935  0.34
H -2.809 3.930 -0.426  0.30
C 1.391 5.390 -1.534  0.17
C 1.024 6.281 -0.535  -0.45
C 1.984 7.074 0.079  -0.50
C 3.315 6.972 -0.302  -0.40
C 3.685 6.074 -1.293  -0.55
C 2.724 5.284 -1.909  -0.30
H 0.641 4.781 -2.013  0.04
H -0.013 6.359 -0.235  0.37
H 1.695 7.771 0.855  0.37
H 4.064 7.592 0.175  0.36
H 4.724 5.989 -1.586  0.39
H 3.015 4.589 -2.679  0.40
C -2.288 0.391 4.597  -0.66
C -2.060 -0.092 5.878  -0.06
C -1.144 0.540 6.707  -0.28
C -0.451 1.655 6.254  -0.45
C -0.671 2.133 4.970  -0.58
C -1.591 1.502 4.143  -0.19
H -3.007 -0.099 3.953  0.40
H -2.599 -0.963 6.232  0.24
H -0.969 0.165 7.708  0.36
H 0.262 2.149 6.901  0.36
H -0.127 2.998 4.614  0.37
H -1.765 1.877 3.142  0.50
C 6.145 -2.053 -4.458  -0.48
C 6.940 -3.111 -4.038  -0.38
C 8.209 -3.281 -4.575  -0.44
C 8.681 -2.395 -5.534  -0.34
C 7.882 -1.343 -5.960  -0.60
C 6.614 -1.171 -5.421  -0.11
H 5.157 -1.917 -4.034  0.41
H 6.571 -3.802 -3.291  0.37
H 8.830 -4.103 -4.245  0.35
H 9.671 -2.527 -5.951  0.36
H 8.248 -0.656 -6.712  0.37
H 5.994 -0.351 -5.750  0.54
C -3.247 -3.988 9.100  -0.53
C -4.471 -4.408 9.603  -0.42
C -5.486 -3.487 9.821  -0.40
C -5.277 -2.144 9.539  -0.44
C -4.051 -1.722 9.044  -0.29
C -3.036 -2.645 8.823  -0.20
H -2.458 -4.708 8.924  0.40
H -4.633 -5.456 9.825  0.41
H -6.441 -3.816 10.211  0.38
H -6.069 -1.425 9.706  0.37
H -3.885 -0.673 8.828  0.37
H -2.080 -2.317 8.434  0.35
C -2.301 -8.033 5.648  -0.33
C -3.525 -8.453 6.150  -0.37
C -4.540 -7.532 6.368  -0.39
C -4.331 -6.189 6.086  -0.41
C -3.104 -5.767 5.592  -0.34
C -2.090 -6.689 5.371  -0.47
H -1.512 -8.752 5.472  0.37
H -3.688 -9.500 6.372  0.36
H -5.496 -7.861 6.757  0.37
H -5.123 -5.470 6.254  0.41
H -2.939 -4.719 5.378  0.44
H -1.134 -6.360 4.983  0.37



Formula: C48H41GeKSi2
Source: the OMol25 dataset
Level of theory: ωB97M-V with the def2-TZVPD basis set

Output
* HOMO level: -0.262 Eh
* LUMO level: -0.3 eV
* M: 785.736 g/mol
* E_tot: -139036.1858 eV
* strongest force on any atom: 4.24 eV Å⁻¹
* 2S+1: 1
* relative energy (zero: lowest compared OMol25 entry of this formula, charge and spin): 0.0 kcal/mol

Last column: Mulliken charge in e.
Atoms and positions in Å:
K 1.872 0.548 0.661  1.59
Ge 2.847 -0.063 -2.817  0.24
C 4.151 1.143 -1.798  0.40
C 4.717 2.205 -2.509  -0.62
C 5.562 3.127 -1.905  -0.58
C 5.840 3.027 -0.550  -0.45
C 5.302 1.974 0.176  -0.95
C 4.495 1.038 -0.455  -0.29
C 3.990 -1.687 -2.458  0.55
C 4.792 -2.184 -3.484  -0.71
C 5.570 -3.321 -3.312  -0.57
C 5.563 -3.989 -2.095  -0.46
C 4.774 -3.513 -1.057  -0.71
C 3.998 -2.379 -1.247  0.25
H 1.404 -0.261 -0.880  -0.34
H 4.487 2.302 -3.566  0.32
H 5.988 3.938 -2.485  0.38
H 6.487 3.750 -0.070  0.40
H 5.541 1.873 1.229  0.44
H 4.137 0.182 0.107  0.59
H 4.805 -1.672 -4.443  0.30
H 6.177 -3.689 -4.130  0.39
H 6.173 -4.874 -1.964  0.37
H 4.754 -4.032 -0.106  0.39
H 3.351 -2.037 -0.443  -0.04
C 0.727 -3.264 -4.524  -0.54
C -0.086 -2.186 -4.835  -1.08
C -0.842 -1.575 -3.845  0.46
C -0.783 -2.012 -2.520  0.59
C 0.041 -3.101 -2.229  -0.51
C 0.777 -3.731 -3.219  -0.77
Si -1.762 -1.145 -1.158  0.16
C -1.469 -2.118 0.462  0.52
C -2.441 -3.010 0.920  -0.24
C -2.218 -3.829 2.019  -0.84
C -1.012 -3.778 2.697  -0.63
C -0.026 -2.908 2.262  -0.46
C -0.253 -2.091 1.164  0.13
C -3.598 -1.465 -1.549  0.22
C -3.989 -2.063 -2.747  -0.41
C -5.329 -2.253 -3.057  -0.71
C -6.311 -1.833 -2.173  -0.73
C -5.946 -1.245 -0.970  -0.80
C -4.605 -1.075 -0.660  0.01
H 1.324 -3.737 -5.293  0.40
H -0.135 -1.823 -5.854  0.43
H -1.495 -0.754 -4.118  0.21
H 0.102 -3.463 -1.211  0.30
H 1.396 -4.586 -2.973  0.40
H -3.386 -3.078 0.400  0.38
H -2.993 -4.514 2.339  0.42
H -0.831 -4.419 3.551  0.37
H 0.933 -2.880 2.766  0.44
H 0.554 -1.452 0.822  -0.54
H -3.224 -2.389 -3.444  0.33
H -5.600 -2.728 -3.992  0.46
H -7.358 -1.963 -2.416  0.38
H -6.706 -0.908 -0.276  0.45
H -4.337 -0.638 0.293  0.61
C -2.448 2.079 -5.839  -0.73
C -3.375 1.367 -5.092  -0.82
C -3.163 1.158 -3.739  0.00
C -2.035 1.673 -3.088  0.60
C -1.135 2.417 -3.854  -0.66
C -1.329 2.608 -5.215  -0.79
Si -1.739 1.245 -1.257  0.97
C -3.258 1.763 -0.246  0.02
C -4.375 2.386 -0.794  -0.24
C -5.465 2.730 -0.004  -0.73
C -5.451 2.461 1.356  -0.63
C -4.345 1.839 1.923  -0.58
C -3.267 1.492 1.126  -0.13
C -0.439 2.517 -0.638  1.27
C 0.863 2.565 -1.153  -0.93
C 1.757 3.566 -0.793  -0.40
C 1.350 4.578 0.067  -0.95
C 0.056 4.573 0.563  -0.82
C -0.819 3.549 0.225  -0.68
H -2.599 2.225 -6.901  0.39
H -4.262 0.969 -5.570  0.45
H -3.878 0.566 -3.177  0.40
H -0.268 2.857 -3.389  0.38
H -0.602 3.171 -5.785  0.44
H -4.395 2.608 -1.855  0.41
H -6.326 3.210 -0.454  0.42
H -6.300 2.728 1.972  0.37
H -4.333 1.620 2.983  0.44
H -2.414 0.987 1.575  0.32
H 1.192 1.805 -1.852  0.28
H 2.757 3.573 -1.209  0.45
H 2.035 5.376 0.326  0.42
H -0.281 5.379 1.203  0.43
H -1.830 3.574 0.611  0.37